Entry 1:
The following is a DFT calculation (the ωB97M-V functional and the def2-TZVPD basis) of the molecule C4H7NO2.

Summary:
**Highest occupied orbital energy**: -9.2 eV
**E_LUMO**: -0.266 eV
**Strongest force on any atom**: 0.4 eV Å⁻¹

The geometry in XYZ format:
```
14
Properties=species:S:1:pos:R:3:forces:R:3
C -1.469 -0.851 0.108 0.11 -0.01 0.03
C -0.748 0.195 -0.675 -0.13 0.11 0.03
C 0.240 1.103 -0.223 0.04 -0.21 -0.25
N 1.094 0.658 0.730 0.03 0.10 -0.01
C 1.758 -0.683 0.314 0.06 -0.14 -0.10
O 2.832 -0.850 0.861 -0.34 -0.04 -0.14
O 1.069 -1.304 -0.520 0.28 0.19 0.22
H -0.943 -1.135 1.017 -0.06 0.10 -0.09
H -1.563 -1.735 -0.529 0.07 0.10 0.09
H -2.483 -0.496 0.334 0.12 -0.07 -0.07
H -1.174 0.439 -1.650 0.04 0.01 0.13
H -0.919 1.431 0.095 -0.09 0.07 0.05
H 0.507 1.914 -0.908 -0.02 -0.12 0.10
H 1.800 1.313 1.044 -0.09 -0.10 0.00
```
Forces are in eV/Å.

natural (NBO) population analysis, charges in e, atoms 1 to 6: number 1, C, carries -0.67; number 2, C, carries 0.08; number 3, C, carries -0.11; number 4, N, carries -0.69; number 5, C, carries 0.88; number 6, O, carries -0.67

Entry 2:
The following is a DFT calculation (the ωB97M-V functional and the def2-TZVPD basis) of a structure of composition C36H51BN7O3ReSi.

Summary:
**Net charge**: -1
**2S+1**: 4
**Highest occupied orbital energy (alpha / beta)**: -3.4 / -4.4 eV
**E_LUMO (alpha / beta)**: 2.517 / 2.427 eV
**Strongest force on any atom**: 0.3 eV Å⁻¹

The geometry in XYZ format:
```
100
Properties=species:S:1:pos:R:3:forces:R:3
Re 0.419 -0.301 0.322 0.12 0.19 -0.19
C 2.017 3.079 0.871 -0.03 0.01 0.05
Si 0.321 3.172 0.084 0.06 0.06 -0.04
C -0.610 4.326 1.257 -0.02 0.00 -0.01
C 0.709 4.082 -1.556 -0.09 -0.03 0.00
N -0.556 1.684 -0.166 0.14 -0.10 -0.08
C -1.832 1.825 -0.710 0.03 -0.06 0.09
C -2.305 3.076 -1.187 -0.01 0.02 -0.01
C -3.580 3.322 -1.657 0.04 0.00 0.01
C -4.523 2.310 -1.689 -0.02 -0.02 0.00
C -4.120 1.059 -1.264 -0.06 0.05 0.04
C -2.829 0.814 -0.830 0.14 0.04 -0.12
O -2.534 -0.490 -0.414 -0.21 -0.02 0.20
C -3.078 -1.588 -1.056 0.05 0.02 -0.09
C -3.258 -2.728 -0.287 -0.02 -0.01 0.01
C -3.718 -3.889 -0.890 -0.03 0.04 0.02
C -4.002 -3.911 -2.247 -0.02 0.01 -0.01
C -3.815 -2.760 -3.001 -0.01 -0.03 0.01
C -3.354 -1.593 -2.416 0.01 -0.01 0.01
H 2.447 4.074 0.710 -0.03 0.02 0.00
H 2.705 2.343 0.460 -0.01 0.02 -0.02
H 1.974 2.911 1.947 0.03 -0.01 -0.02
H -0.058 5.262 1.387 0.00 0.00 0.00
H -0.671 3.839 2.235 0.01 0.00 0.00
H -1.625 4.565 0.943 0.01 0.00 0.03
H 1.792 4.139 -1.703 0.00 -0.02 0.00
H 0.330 5.109 -1.547 0.01 0.01 0.00
H 0.271 3.588 -2.427 -0.02 0.00 0.00
H -1.634 3.918 -1.188 0.06 0.02 -0.03
H -3.828 4.320 -1.998 0.00 0.00 0.00
H -5.532 2.476 -2.041 0.00 0.01 0.01
H -4.820 0.233 -1.275 0.02 0.00 0.01
H -3.008 -2.712 0.767 0.02 0.02 0.01
H -3.842 -4.783 -0.292 0.01 0.00 0.00
H -4.352 -4.821 -2.717 0.00 0.00 0.00
H -4.009 -2.769 -4.067 0.01 0.00 0.00
H -3.195 -0.705 -3.010 0.05 -0.02 -0.02
C -1.284 0.689 4.289 0.01 0.01 0.00
C -0.451 0.405 3.082 0.02 0.04 -0.01
N -0.925 -0.145 2.012 -0.07 -0.06 -0.02
O -2.259 -0.497 2.127 -0.04 -0.06 -0.02
C 0.950 0.687 3.075 -0.04 0.01 0.04
C 1.694 1.219 4.255 0.00 0.00 0.00
N 1.555 0.362 1.949 0.01 -0.06 0.03
O 2.820 0.465 1.848 -0.03 -0.06 0.04
H -2.336 0.748 4.029 0.00 0.01 0.00
H -0.961 1.623 4.748 0.01 -0.01 0.01
H -1.154 -0.106 5.027 -0.02 -0.01 -0.01
H -2.547 -0.540 1.191 0.02 -0.05 0.03
H 1.520 0.613 5.147 0.00 0.00 0.00
H 1.400 2.246 4.488 0.01 0.00 0.00
H 2.756 1.205 4.022 0.00 -0.01 0.00
B -0.775 -0.207 -4.323 0.08 -0.01 -0.01
C -0.478 -0.460 -2.795 -0.11 -0.12 0.00
N -0.265 -0.627 -1.674 -0.18 0.08 -0.03
H -1.162 -1.252 -4.806 0.01 0.01 0.00
H -1.623 0.661 -4.381 0.00 0.01 -0.01
H 0.273 0.153 -4.831 0.01 0.03 0.00
C 1.933 -2.842 -2.557 0.02 -0.01 -0.04
C 1.142 -3.945 -1.856 -0.03 0.02 0.01
C -0.373 -3.736 -1.895 0.05 0.00 0.00
C 1.615 -4.258 -0.448 0.01 -0.01 -0.02
C 2.201 -5.506 -0.291 -0.02 0.02 -0.01
C 2.579 -6.010 0.942 0.01 0.01 0.01
C 2.297 -5.239 2.053 0.01 0.01 0.00
C 1.721 -3.977 1.973 0.01 -0.01 0.02
C 1.443 -3.321 3.313 -0.04 -0.01 -0.01
C 2.490 -2.263 3.653 0.02 0.01 0.01
C -0.007 -2.857 3.444 0.02 0.02 -0.03
C 1.428 -3.389 0.690 -0.04 -0.01 -0.15
N 0.993 -2.113 0.536 -0.01 -0.04 0.27
H 1.642 -2.781 -3.609 -0.01 0.02 0.01
H 3.005 -3.051 -2.505 0.00 -0.02 -0.01
H 1.752 -1.876 -2.108 0.03 0.03 0.05
H 1.336 -4.857 -2.431 0.02 -0.01 0.01
H -0.680 -2.957 -1.203 0.03 -0.06 -0.02
H -0.883 -4.659 -1.610 0.02 0.00 -0.01
H -0.706 -3.449 -2.896 -0.01 0.00 0.00
H 2.346 -6.113 -1.179 0.00 0.00 0.00
H 3.037 -6.986 1.035 0.00 0.00 0.00
H 2.523 -5.629 3.041 0.00 0.00 0.00
H 1.571 -4.116 4.054 -0.01 -0.01 0.00
H 2.605 -1.527 2.866 -0.01 0.07 -0.04
H 3.462 -2.745 3.786 0.00 0.00 0.01
H 2.239 -1.748 4.586 0.00 0.01 0.00
H -0.302 -2.234 2.607 0.02 -0.05 0.04
H -0.154 -2.293 4.371 0.00 -0.01 0.00
H -0.673 -3.722 3.466 0.00 0.00 0.00
C 3.759 2.013 -3.464 0.00 0.00 -0.02
N 3.383 1.128 -2.382 0.01 0.01 0.01
C 4.222 0.332 -1.627 0.00 0.00 -0.02
C 3.438 -0.289 -0.710 -0.01 -0.06 -0.05
N 2.140 0.121 -0.896 -0.03 0.18 0.14
C 2.144 0.972 -1.904 -0.01 -0.11 -0.09
H 4.492 1.520 -4.100 -0.01 0.00 -0.01
H 4.180 2.941 -3.076 0.01 0.00 0.00
H 2.876 2.239 -4.057 0.00 0.00 0.00
H 5.278 0.274 -1.822 0.00 0.00 0.00
H 3.689 -0.998 0.057 0.00 0.03 0.01
H 1.269 1.436 -2.327 0.02 0.06 0.04
```
Forces are in eV/Å.

Löwdin population analysis, charges in e, atoms 1 to 6: number 1, Re, carries 1.51; number 2, C, carries -0.17; number 3, Si, carries 0.40; number 4, C, carries -0.17; number 5, C, carries -0.19; number 6, N, carries -0.17

Entry 3:
The following is a DFT calculation (the ωB97M-V functional and the def2-TZVPD basis) of a cluster of 2 separate species, C3H13N3 in total.

Summary:
**Highest occupied orbital energy**: -8.7 eV
**E_LUMO**: 0.991 eV
**Strongest force on any atom**: 1.2 eV Å⁻¹
**SMILES string**: CNC.NCN

The geometry in XYZ format:
```
19
Properties=species:S:1:pos:R:3:forces:R:3
C -1.398 -1.086 1.053 0.30 -0.03 -0.51
N -0.402 -2.083 0.676 -0.13 0.94 -0.09
C -0.804 -3.447 0.891 -0.17 -0.05 -0.27
H -2.266 -1.193 0.404 -0.30 -0.29 0.23
H -1.684 -1.130 2.117 -0.10 0.09 -0.21
H -1.038 -0.090 0.782 0.17 -0.04 0.36
H 0.503 -1.826 1.047 -0.14 -0.42 0.15
H -1.536 -3.735 0.132 0.05 0.03 -0.13
H -1.309 -3.643 1.845 0.30 0.03 0.29
H 0.066 -4.082 0.759 0.00 -0.26 0.18
N 0.017 2.375 -0.649 -0.26 -0.42 -0.01
C 1.236 3.027 -1.155 -0.59 -0.89 0.45
N 2.155 2.058 -1.688 0.43 -0.09 -0.28
H -0.598 2.998 -0.137 0.15 0.12 -0.06
H 0.282 1.630 -0.009 -0.08 0.15 -0.03
H 0.904 3.687 -1.949 0.36 0.42 0.04
H 1.740 3.531 -0.338 0.18 0.60 -0.05
H 1.950 1.807 -2.643 -0.19 -0.09 0.00
H 2.182 1.203 -1.139 0.01 0.21 -0.05
```
Forces are in eV/Å.

natural (NBO) population analysis, charges in e, atoms 1 to 6: number 1, C, carries -0.41; number 2, N, carries -0.63; number 3, C, carries -0.41; number 4, H, carries 0.19; number 5, H, carries 0.16; number 6, H, carries 0.19

Entry 4:
The following is a DFT calculation (the ωB97M-V functional and the def2-TZVPD basis) of a structure of composition C30H28FeN2Si.

Summary:
**Net charge**: +1
**2S+1**: 6
**Highest occupied orbital energy (alpha / beta)**: -8.2 / -11.1 eV
**E_LUMO (alpha / beta)**: -3.631 / -3.791 eV
**Strongest force on any atom**: 4.6 eV Å⁻¹

The geometry in XYZ format:
```
62
Properties=species:S:1:pos:R:3:forces:R:3
C -3.417 -0.108 0.116 -0.49 -1.15 -1.89
C -2.479 -1.177 -0.038 0.75 0.67 2.95
C -1.756 -1.260 1.251 -2.16 1.45 -0.53
H -2.308 -1.834 -0.850 -0.12 -0.40 -0.65
C -2.283 -0.210 2.122 0.16 -1.73 -2.51
C -3.281 0.465 1.371 -0.35 0.90 2.02
H -3.874 1.305 1.803 0.69 -0.91 -0.59
H -4.168 0.137 -0.667 0.87 0.03 0.79
H -1.023 -1.983 1.495 0.40 -0.43 0.29
H -2.011 -0.069 3.133 0.24 0.32 0.75
Fe -1.225 0.639 0.233 -1.66 1.24 -0.12
C 1.062 0.202 0.867 -2.69 3.10 0.07
H 0.626 0.086 1.938 0.66 -0.07 -1.87
H 1.298 1.328 0.708 -0.33 -1.65 0.16
H 0.317 -0.222 -0.079 2.11 0.71 2.08
Si 1.734 -1.913 0.551 3.21 -2.98 -1.40
C 2.645 -2.969 -0.729 0.48 -0.68 -0.06
C 2.041 -4.227 -0.929 0.55 -0.43 -1.11
H 1.070 -4.490 -0.463 0.65 0.28 -0.27
C 2.642 -5.201 -1.787 -0.56 0.85 0.93
H 2.141 -6.129 -1.946 -0.32 -0.55 0.02
C 3.846 -4.968 -2.412 0.30 1.42 0.44
H 4.336 -5.702 -3.047 -0.21 0.13 0.08
C 4.445 -3.710 -2.188 0.78 0.69 -0.14
H 5.394 -3.445 -2.695 -0.58 -0.42 0.32
C 3.905 -2.715 -1.353 -1.09 -1.36 -0.21
H 4.442 -1.779 -1.207 -0.20 -0.17 -0.02
C 2.327 -2.508 2.204 0.86 1.21 1.85
C 3.089 -3.686 2.411 -0.39 -0.15 0.87
H 3.593 -4.195 1.599 -0.53 -0.15 -0.26
C 3.281 -4.202 3.709 0.06 0.06 0.48
H 3.799 -5.177 3.871 -0.38 0.97 -0.38
C 2.817 -3.510 4.852 -0.12 0.20 -1.02
H 2.913 -3.938 5.851 -0.01 0.10 -0.35
C 2.285 -2.223 4.674 0.26 0.02 -0.62
H 1.979 -1.626 5.539 0.31 -0.15 -0.35
C 2.143 -1.691 3.369 -0.39 -0.65 0.36
H 1.918 -0.604 3.289 -0.25 -1.02 0.03
H 0.392 -2.376 0.204 -0.39 0.57 0.25
H 2.204 -0.275 0.620 -0.60 -0.37 -0.11
C 1.091 2.829 -2.579 0.26 -0.10 -0.02
C 0.361 1.830 -1.940 -0.81 0.36 0.85
N -0.829 2.092 -1.328 0.98 0.32 -0.53
C -1.384 3.345 -1.491 0.14 0.48 -0.48
C -0.729 4.397 -2.225 0.13 -1.56 0.09
C 0.543 4.094 -2.722 0.61 -0.44 -0.26
C -1.387 5.607 -2.584 -0.73 0.59 0.04
C -2.692 5.806 -2.244 0.63 0.61 -0.73
C -3.413 4.841 -1.509 0.24 -1.86 0.69
C -4.804 4.949 -1.258 -0.32 -0.24 0.34
C -5.465 3.944 -0.554 0.38 0.06 -0.14
C -4.715 2.816 -0.105 -0.02 0.95 -0.45
N -3.418 2.686 -0.368 -0.25 0.14 0.00
C -2.744 3.625 -1.070 -1.60 0.60 0.08
H 2.104 2.588 -2.922 -0.56 0.19 -0.13
H 0.760 0.793 -1.864 -0.38 0.96 -0.07
H 1.100 4.825 -3.305 -0.14 0.06 0.25
H -0.866 6.343 -3.211 -0.14 -0.41 0.41
H -3.222 6.688 -2.605 0.18 -0.16 0.16
H -5.344 5.835 -1.642 0.36 -0.63 0.36
H -6.546 3.998 -0.339 0.73 0.01 -0.20
H -5.260 2.031 0.472 0.78 0.57 -0.54
```
Forces are in eV/Å.

natural (NBO) population analysis, charges in e, atoms 1 to 6: number 1, C, carries -0.31; number 2, C, carries -0.40; number 3, C, carries -0.38; number 4, H, carries 0.25; number 5, C, carries -0.35; number 6, C, carries -0.33